{"formula": "C23H36Br2N6O2PdS", "method": "wB97M-V/def2-TZVPD", "species": ["Pd", "Br", "C", "Br", "H", "H", "C", "C", "C", "C", "C", "N", "C", "O", "N", "C", "C", "C", "C", "N", "C", "C", "C", "H", "H", "H", "H", "H", "H", "H", "H", "H", "H", "H", "H", "H", "C", "C", "N", "C", "S", "N", "C", "C", "H", "H", "H", "H", "H", "H", "H", "H", "H", "H", "H", "H", "C", "N", "C", "C", "C", "O", "H", "H", "H", "H", "H", "H", "H", "H", "H"], "xyz": [[9.914, 13.143, 9.427], [9.003, 12.950, 12.787], [10.434, 12.722, 11.400], [11.906, 14.444, 9.220], [10.786, 11.675, 11.480], [11.202, 13.459, 11.641], [12.027, 10.794, 4.611], [11.677, 10.116, 5.928], [11.968, 10.750, 7.107], [11.407, 10.269, 8.318], [10.667, 9.067, 8.316], [10.353, 8.488, 9.601], [9.225, 7.722, 9.854], [9.330, 6.595, 10.374], [7.985, 8.311, 9.567], [7.610, 9.659, 9.484], [6.259, 10.017, 9.328], [5.966, 11.360, 9.105], [6.989, 12.309, 9.321], [8.231, 11.993, 9.643], [8.521, 10.673, 9.809], [10.505, 8.339, 7.123], [10.906, 8.969, 5.958], [11.238, 11.511, 4.336], [12.121, 10.073, 3.807], [12.947, 11.338, 4.825], [12.621, 11.588, 7.186], [11.623, 10.834, 9.214], [11.137, 8.021, 10.004], [7.227, 7.648, 9.695], [5.437, 9.281, 9.428], [5.019, 11.721, 8.794], [6.739, 13.361, 9.255], [9.508, 10.459, 10.250], [10.179, 7.283, 7.116], [10.663, 8.651, 4.968], [5.309, 14.189, 5.555], [6.775, 13.870, 5.745], [7.445, 15.016, 6.282], [8.694, 15.024, 6.850], [9.636, 13.605, 6.996], [9.104, 16.293, 7.212], [10.448, 16.765, 7.234], [11.257, 16.484, 5.942], [4.686, 13.281, 5.363], [5.154, 14.822, 4.691], [4.916, 14.757, 6.421], [7.236, 13.612, 4.765], [7.078, 12.992, 6.329], [6.925, 15.872, 6.082], [8.353, 16.977, 7.234], [10.933, 16.163, 8.075], [10.387, 17.810, 7.505], [11.744, 15.497, 5.957], [12.032, 17.268, 5.803], [10.581, 16.501, 5.071], [6.595, 18.771, 10.705], [6.484, 17.494, 10.054], [5.169, 17.163, 9.452], [7.298, 16.423, 10.406], [8.644, 16.748, 11.089], [7.004, 15.275, 10.088], [5.780, 19.362, 10.282], [7.490, 19.321, 10.398], [6.503, 18.757, 11.796], [4.718, 18.081, 9.028], [4.483, 16.753, 10.207], [5.294, 16.456, 8.635], [8.563, 17.338, 12.003], [9.237, 17.267, 10.345], [9.084, 15.761, 11.300]], "homo_ev": -7.72, "total_charge": 0}



{"formula": "C23H36MgN2SeSi4", "method": "wB97M-V/def2-TZVPD", "species": ["Mg", "Se", "C", "Si", "C", "C", "Si", "Si", "C", "C", "C", "Si", "C", "C", "C", "H", "H", "H", "H", "H", "H", "H", "H", "H", "H", "H", "H", "H", "H", "H", "H", "H", "H", "H", "H", "H", "H", "H", "H", "H", "H", "H", "C", "C", "C", "C", "C", "C", "C", "C", "H", "H", "H", "H", "H", "N", "C", "C", "C", "C", "C", "N", "C", "H", "H", "H", "H"], "xyz": [[-0.648, -1.557, -1.895], [-0.844, -3.848, -2.656], [0.346, -4.532, 1.289], [-0.645, -3.095, 2.004], [-2.469, -3.547, 1.785], [-0.313, -3.104, 3.882], [-0.193, -1.120, 0.845], [-1.681, 0.455, 1.705], [-3.366, 0.339, 0.852], [-1.061, 2.218, 1.372], [-2.070, 0.394, 3.569], [1.841, -0.422, 1.740], [3.118, -1.827, 1.733], [1.825, 0.227, 3.531], [2.653, 0.987, 0.762], [0.068, -5.471, 1.783], [1.424, -4.389, 1.408], [0.124, -4.614, 0.219], [-2.687, -4.505, 2.268], [-2.683, -3.642, 0.717], [-3.134, -2.789, 2.211], [-0.621, -4.062, 4.316], [-0.854, -2.303, 4.395], [0.753, -2.971, 4.089], [-3.252, 0.489, -0.224], [-4.049, 1.103, 1.243], [-3.827, -0.640, 1.007], [-0.831, 2.336, 0.309], [-0.159, 2.446, 1.946], [-1.828, 2.952, 1.644], [-2.567, -0.545, 3.828], [-2.741, 1.217, 3.844], [-1.165, 0.471, 4.176], [2.835, -2.616, 2.435], [4.105, -1.450, 2.024], [3.198, -2.282, 0.742], [1.403, -0.507, 4.222], [1.224, 1.138, 3.606], [2.843, 0.468, 3.862], [2.844, 0.690, -0.272], [3.611, 1.265, 1.216], [2.017, 1.875, 0.736], [-1.303, 0.473, -2.437], [-1.623, 1.618, -2.731], [-1.998, 2.971, -3.002], [-2.730, 3.708, -2.058], [-3.097, 5.020, -2.308], [-2.746, 5.636, -3.504], [-2.019, 4.920, -4.445], [-1.650, 3.606, -4.200], [-2.997, 3.226, -1.126], [-3.660, 5.566, -1.560], [-3.033, 6.663, -3.697], [-1.734, 5.387, -5.381], [-1.083, 3.048, -4.934], [4.229, 2.661, -3.758], [3.799, 1.626, -3.500], [3.292, 0.317, -3.209], [4.119, -0.798, -3.338], [3.594, -2.045, -3.069], [2.262, -2.148, -2.685], [1.485, -1.072, -2.541], [1.974, 0.133, -2.796], [5.149, -0.674, -3.647], [4.193, -2.940, -3.163], [1.743, -3.094, -2.507], [1.286, 0.964, -2.670]], "homo_ev": -0.18, "total_charge": -2}



{"formula": "C23H37B2Cl21O2Si", "method": "wB97M-V/def2-TZVPD", "species": ["C", "Si", "C", "C", "C", "C", "C", "C", "C", "C", "C", "B", "B", "O", "O", "C", "C", "C", "C", "C", "C", "H", "H", "H", "H", "H", "H", "H", "H", "H", "H", "H", "H", "H", "H", "H", "H", "H", "H", "H", "H", "H", "H", "H", "H", "H", "H", "H", "H", "H", "H", "C", "Cl", "Cl", "Cl", "H", "C", "Cl", "Cl", "Cl", "H", "C", "Cl", "Cl", "Cl", "H", "C", "Cl", "Cl", "Cl", "H", "C", "Cl", "Cl", "Cl", "H", "C", "Cl", "Cl", "Cl", "H", "C", "Cl", "Cl", "Cl", "H"], "xyz": [[-2.795, 0.627, 2.037], [-2.933, -0.438, 0.473], [-4.769, -0.613, 0.057], [-2.155, 0.553, -0.930], [-0.646, 0.908, -0.705], [-0.314, 2.410, -0.894], [0.797, 2.674, -1.946], [2.208, 2.486, -1.277], [2.750, 1.116, -1.725], [3.926, 0.531, -0.883], [4.244, 1.281, 0.432], [3.335, 0.840, 1.630], [3.508, 1.493, 3.206], [2.752, 1.003, 4.266], [4.376, 2.546, 3.472], [-2.016, -2.062, 0.890], [-2.731, -3.226, 1.271], [-2.080, -4.406, 1.646], [-0.682, -4.402, 1.660], [0.047, -3.299, 1.256], [-0.620, -2.133, 0.869], [-3.107, 1.661, 1.853], [-1.763, 0.645, 2.413], [-3.399, 0.204, 2.847], [-4.842, -1.150, -0.889], [-5.125, 0.400, -0.169], [-5.356, -1.085, 0.848], [-2.729, 1.471, -1.107], [-2.235, -0.048, -1.847], [-0.079, 0.259, -1.374], [-0.403, 0.652, 0.332], [-1.215, 2.918, -1.260], [-0.055, 2.848, 0.076], [0.691, 3.734, -2.202], [0.657, 2.006, -2.798], [2.847, 3.264, -1.701], [2.033, 2.587, -0.204], [3.135, 1.260, -2.743], [1.983, 0.343, -1.808], [3.645, -0.489, -0.593], [4.839, 0.405, -1.477], [4.300, 2.371, 0.334], [5.258, 0.959, 0.743], [2.458, 0.035, 1.457], [1.872, 0.795, 3.926], [3.881, 3.370, 3.549], [-3.809, -3.222, 1.303], [-2.632, -5.282, 1.967], [-0.151, -5.290, 1.992], [1.132, -3.341, 1.265], [0.005, -1.297, 0.572], [3.696, 6.362, -2.600], [2.799, 5.986, -1.130], [5.300, 6.990, -2.215], [3.823, 4.931, -3.631], [3.154, 7.125, -3.145], [3.976, -0.137, 7.078], [2.564, -0.186, 8.138], [5.243, 0.876, 7.775], [4.580, -1.768, 6.770], [3.674, 0.297, 6.133], [-1.414, -6.797, -1.642], [-0.870, -6.624, -3.319], [-0.438, -8.005, -0.798], [-1.351, -5.260, -0.777], [-2.443, -7.140, -1.659], [2.437, 9.281, 1.190], [3.723, 8.906, 0.044], [3.066, 10.194, 2.563], [1.132, 10.167, 0.398], [2.034, 8.348, 1.562], [-0.342, 4.054, -5.554], [-1.782, 4.005, -4.533], [0.932, 5.011, -4.794], [0.232, 2.422, -5.901], [-0.608, 4.525, -6.491], [-5.593, -4.303, -1.498], [-6.548, -4.723, -0.073], [-4.061, -3.577, -1.016], [-5.334, -5.729, -2.513], [-6.148, -3.576, -2.077], [-4.777, -10.191, -1.342], [-3.171, -10.339, -0.631], [-6.006, -10.845, -0.258], [-5.127, -8.503, -1.736], [-4.796, -10.764, -2.260]], "homo_ev": -8.92, "smiles": "C[Si](C)(CCCCCCCCBB(O)O)c1ccccc1.ClC(Cl)Cl.ClC(Cl)Cl.ClC(Cl)Cl.ClC(Cl)Cl.ClC(Cl)Cl.ClC(Cl)Cl.ClC(Cl)Cl", "total_charge": 0}



{"formula": "C23H37ClF3INO28S7", "method": "wB97M-V/def2-TZVPD", "species": ["C", "C", "C", "C", "F", "N", "F", "C", "F", "C", "Cl", "C", "C", "C", "I", "H", "H", "H", "H", "H", "H", "H", "H", "H", "C", "C", "O", "S", "O", "O", "O", "H", "H", "H", "H", "C", "C", "O", "S", "O", "O", "O", "H", "H", "H", "H", "C", "C", "O", "S", "O", "O", "O", "H", "H", "H", "H", "C", "C", "O", "S", "O", "O", "O", "H", "H", "H", "H", "C", "C", "O", "S", "O", "O", "O", "H", "H", "H", "H", "C", "C", "O", "S", "O", "O", "O", "H", "H", "H", "H", "C", "C", "O", "S", "O", "O", "O", "H", "H", "H", "H"], "xyz": [[-2.513, 1.485, -4.960], [-1.755, 1.759, -3.912], [-0.925, 2.173, -2.582], [-2.093, 2.589, -1.533], [-3.211, 1.732, -1.959], [-1.710, 1.925, -0.243], [-2.337, 2.175, 0.938], [-0.689, 1.076, -0.434], [-0.273, 0.379, 0.767], [-0.027, 0.947, -1.937], [-0.473, -0.781, -2.364], [1.507, 1.342, -1.627], [2.543, 1.106, -2.843], [3.507, 2.440, -2.879], [1.643, 0.942, -4.823], [-3.458, 1.239, -5.584], [-0.144, 3.002, -2.843], [-2.345, 3.716, -1.527], [1.860, 0.647, -0.756], [1.549, 2.466, -1.339], [3.203, 0.185, -2.668], [4.205, 2.431, -3.787], [2.797, 3.352, -2.854], [4.072, 2.427, -1.866], [-1.545, -2.994, 1.228], [-1.764, -2.280, 2.555], [-2.082, -3.313, 3.485], [-1.292, -4.669, 3.061], [-0.098, -4.757, 3.850], [-2.245, -5.738, 2.964], [-0.875, -4.210, 1.558], [-2.498, -3.247, 0.755], [-0.942, -2.403, 0.536], [-2.569, -1.545, 2.505], [-0.846, -1.790, 2.896], [-2.053, -7.005, -0.755], [-2.782, -7.933, 0.207], [-3.768, -8.592, -0.588], [-3.196, -8.771, -2.099], [-2.661, -10.096, -2.223], [-4.158, -8.230, -3.014], [-1.952, -7.731, -1.979], [-2.635, -6.097, -0.944], [-1.061, -6.731, -0.391], [-3.250, -7.394, 1.032], [-2.107, -8.695, 0.607], [7.648, -0.697, -1.222], [6.416, -1.219, -0.496], [5.306, -0.745, -1.262], [5.736, -0.674, -2.827], [5.273, -1.867, -3.476], [5.443, 0.643, -3.317], [7.340, -0.803, -2.613], [7.825, 0.358, -0.992], [8.542, -1.276, -0.984], [6.356, -0.859, 0.532], [6.388, -2.312, -0.501], [0.691, 6.883, -6.084], [2.029, 6.211, -6.356], [2.628, 6.043, -5.070], [1.460, 5.802, -3.970], [1.335, 4.385, -3.750], [1.640, 6.741, -2.903], [0.205, 6.284, -4.881], [0.816, 7.954, -5.905], [-0.019, 6.732, -6.899], [2.671, 6.808, -7.005], [1.891, 5.219, -6.796], [-5.260, 2.637, 3.735], [-3.931, 1.957, 3.436], [-3.324, 1.752, 4.709], [-4.488, 1.497, 5.817], [-4.627, 0.082, 6.003], [-4.288, 2.411, 6.903], [-5.743, 2.017, 4.926], [-5.121, 3.702, 3.939], [-5.978, 2.515, 2.923], [-3.289, 2.562, 2.797], [-4.085, 0.977, 2.973], [7.800, -7.111, -0.224], [7.660, -6.802, 1.259], [7.858, -5.392, 1.364], [7.303, -4.678, 0.016], [5.976, -4.195, 0.277], [8.343, -3.847, -0.519], [7.185, -6.013, -0.899], [8.852, -7.148, -0.522], [7.313, -8.049, -0.498], [8.388, -7.340, 1.867], [6.651, -7.029, 1.616], [-6.669, 7.110, 6.346], [-7.173, 5.724, 6.722], [-8.164, 5.412, 5.743], [-7.754, 6.109, 4.334], [-7.091, 5.125, 3.522], [-8.868, 6.879, 3.867], [-6.629, 7.124, 4.918], [-7.365, 7.887, 6.675], [-5.678, 7.314, 6.757], [-7.600, 5.695, 7.725], [-6.375, 4.979, 6.645]], "homo_ev": -11.81, "total_charge": 1}



{"formula": "C23H37O20", "method": "wB97M-V/def2-TZVPD", "species": ["C", "C", "C", "C", "C", "C", "O", "O", "C", "O", "O", "C", "O", "H", "H", "H", "H", "H", "H", "H", "C", "O", "C", "O", "O", "C", "H", "H", "H", "H", "H", "H", "C", "O", "C", "O", "O", "C", "H", "H", "H", "H", "H", "H", "C", "O", "C", "O", "O", "C", "H", "H", "H", "H", "H", "H", "C", "O", "C", "O", "O", "C", "H", "H", "H", "H", "H", "H", "C", "O", "C", "O", "O", "C", "H", "H", "H", "H", "H", "H"], "xyz": [[0.979, -5.162, 0.610], [0.073, -4.905, 1.968], [-0.913, -3.604, 1.789], [-2.218, -3.851, 0.828], [-3.437, -4.702, 1.014], [-3.770, -5.680, 2.298], [-4.048, -5.203, 3.525], [-3.776, -7.150, 2.035], [-4.447, -4.515, -0.266], [-5.375, -5.324, -0.804], [-4.052, -3.131, -0.689], [-2.578, -3.169, -0.643], [-1.643, -2.807, -1.531], [0.769, -6.252, 0.228], [0.750, -4.324, -0.203], [2.123, -5.015, 0.888], [0.857, -4.607, 2.817], [-0.475, -5.862, 2.368], [-1.278, -3.285, 2.868], [-0.258, -2.755, 1.279], [5.622, -5.750, -2.708], [6.615, -6.045, -1.728], [6.117, -6.405, -0.518], [4.935, -6.490, -0.226], [7.163, -6.654, 0.311], [6.786, -7.046, 1.629], [6.133, -5.475, -3.634], [5.002, -6.631, -2.905], [5.005, -4.904, -2.390], [6.212, -7.979, 1.605], [6.215, -6.252, 2.120], [7.700, -7.220, 2.204], [1.317, 1.685, 2.403], [1.428, 0.524, 1.582], [2.531, 0.502, 0.792], [3.392, 1.366, 0.739], [2.510, -0.648, 0.072], [3.619, -0.808, -0.811], [0.400, 1.596, 2.992], [2.164, 1.752, 3.093], [1.245, 2.587, 1.787], [4.558, -0.840, -0.249], [3.639, -0.005, -1.555], [3.499, -1.760, -1.335], [-2.657, 0.802, -1.859], [-1.773, 1.687, -1.173], [-2.282, 2.926, -0.955], [-3.390, 3.315, -1.289], [-1.345, 3.657, -0.301], [-1.745, 4.993, -0.003], [-2.148, -0.158, -1.979], [-3.568, 0.637, -1.275], [-2.898, 1.191, -2.853], [-2.620, 4.996, 0.656], [-1.950, 5.549, -0.923], [-0.920, 5.484, 0.520], [-1.915, 4.062, 5.013], [-1.282, 5.212, 5.572], [-0.775, 6.072, 4.653], [-0.822, 5.936, 3.441], [-0.207, 7.110, 5.317], [0.372, 8.102, 4.471], [-2.283, 3.445, 5.837], [-2.769, 4.355, 4.394], [-1.199, 3.471, 4.433], [-0.391, 8.556, 3.831], [1.179, 7.672, 3.869], [0.796, 8.884, 5.108], [-1.814, 5.014, -7.704], [-2.550, 4.081, -6.916], [-2.873, 4.528, -5.677], [-2.589, 5.621, -5.212], [-3.565, 3.548, -5.043], [-3.973, 3.881, -3.717], [-1.611, 4.552, -8.674], [-2.399, 5.924, -7.872], [-0.857, 5.250, -7.228], [-4.645, 4.746, -3.726], [-3.102, 4.072, -3.082], [-4.518, 3.027, -3.306]], "homo_ev": -4.80, "total_charge": -1}



{"formula": "C23H38CrF3NO2SSeSi3", "method": "wB97M-V/def2-TZVPD", "species": ["Cr", "C", "O", "C", "C", "O", "C", "H", "H", "H", "H", "H", "H", "H", "H", "H", "H", "C", "Si", "C", "C", "C", "C", "C", "C", "C", "Si", "C", "C", "H", "H", "H", "H", "H", "H", "H", "H", "H", "H", "H", "H", "H", "H", "H", "H", "F", "C", "F", "F", "C", "C", "C", "C", "N", "C", "S", "H", "H", "H", "C", "Si", "C", "C", "Se", "H", "H", "H", "H", "H", "H", "H", "H", "H"], "xyz": [[-0.004, -0.267, -0.559], [3.095, -2.883, -1.379], [2.820, -2.036, -0.196], [3.787, -0.995, -0.019], [3.411, -0.073, 1.110], [2.397, 0.907, 0.853], [2.719, 2.192, 0.253], [4.009, -3.466, -1.227], [3.169, -2.235, -2.267], [2.239, -3.552, -1.462], [3.982, -0.432, -0.947], [4.743, -1.488, 0.294], [4.356, 0.433, 1.421], [3.065, -0.689, 1.941], [3.307, 2.843, 0.949], [1.737, 2.633, 0.036], [3.251, 2.045, -0.706], [-0.314, -3.702, -2.535], [-1.159, -2.453, -1.305], [-2.867, -2.079, -2.083], [-1.527, -3.540, 0.182], [-2.262, -4.699, -0.023], [-2.685, -5.450, 1.090], [-2.398, -5.023, 2.390], [-1.654, -3.852, 2.603], [-1.198, -3.130, 1.495], [-0.269, -1.538, 1.820], [-1.376, -0.425, 2.978], [1.278, -2.107, 2.859], [-1.068, -4.335, -3.041], [0.369, -4.366, -1.974], [0.296, -3.191, -3.306], [-3.383, -3.024, -2.377], [-2.772, -1.439, -2.987], [-3.505, -1.548, -1.352], [-2.522, -5.019, -1.033], [-3.239, -6.375, 0.903], [-2.723, -5.606, 3.260], [-1.452, -3.472, 3.607], [-1.694, -0.939, 3.903], [-2.275, -0.062, 2.445], [-0.827, 0.463, 3.289], [0.992, -2.801, 3.690], [1.786, -1.248, 3.326], [1.983, -2.633, 2.203], [2.127, 2.453, -5.293], [1.583, 3.052, -4.209], [2.644, 3.229, -3.376], [1.312, 4.329, -4.628], [0.387, 2.365, -3.652], [-0.857, 2.930, -3.950], [-1.963, 2.271, -3.424], [-1.786, 1.185, -2.558], [-0.588, 0.621, -2.369], [0.539, 1.115, -2.938], [1.947, 0.248, -2.660], [-0.949, 3.825, -4.561], [-2.982, 2.584, -3.640], [-2.635, 0.732, -2.052], [-1.979, 3.458, 3.541], [-1.030, 3.852, 1.915], [-1.848, 5.357, 1.098], [0.765, 4.397, 2.379], [-1.017, 2.054, 0.520], [-2.144, 4.363, 4.168], [-1.429, 2.712, 4.126], [-2.967, 3.023, 3.322], [-1.808, 6.261, 1.733], [-2.904, 5.130, 0.902], [-1.395, 5.576, 0.110], [0.789, 5.190, 3.170], [1.233, 4.804, 1.462], [1.333, 3.540, 2.742]], "spin_multiplicity": 5, "homo_ev": [-0.71, -0.12], "total_charge": -2}



Strongest force on any atom? In order: 0.055 0.003 0.045 0.143 0.191 0.047 Eh/bohr.
DFT total energy? In order: -7051.17230 -4767.14286 -11052.27129 -6904.09982 -2403.22480 -6116.68914 Eh.